[1]
106
Properties=species:S:1:pos:R:3:lowdin_charge:R:1 method="wB97M-V/def2-TZVPD" charge=-1 lumo_ev=1.9 gap_ev=3.324 total_energy_ev=-69557.49726
H 4.89 -2.02 -2.29 0.112
H -3.22 5.08 -0.98 0.066
O 3.72 -3.66 -2.38 0.041
H 4.47 -8.36 0.67 0.100
O -13.29 2.04 2.58 0.119
O 1.04 -10.13 0.49 0.036
C -13.34 3.09 2.00 -0.615
H 5.66 -2.35 0.04 0.071
C 8.48 -0.02 -2.46 -0.060
H -8.15 0.94 -0.54 0.092
C 1.15 -5.99 -2.22 -0.038
H 5.29 0.26 1.63 0.094
H -3.27 4.03 0.44 0.059
H -7.70 6.66 -1.40 0.124
H -14.87 5.04 4.03 0.092
H -12.63 0.54 -1.04 0.081
H 11.81 2.58 5.20 0.093
H -1.43 5.35 0.66 0.034
H 9.33 0.27 -3.08 0.081
H 8.04 3.58 0.06 0.067
C 0.68 -11.49 0.80 -0.211
C 2.67 -4.27 -1.84 -0.618
H 2.10 -11.84 2.38 0.075
C 4.56 0.67 0.93 -0.017
H -13.84 3.64 4.46 0.095
H 2.42 4.36 0.22 0.043
O -8.84 3.20 -1.99 0.104
H -10.18 5.04 -0.60 0.062
O 4.84 0.24 -0.41 -0.008
C 9.56 2.37 0.92 -0.202
H 5.93 -3.83 -0.89 0.080
O 3.19 -10.78 0.21 0.119
H 8.90 1.81 1.59 0.122
O 6.68 1.56 -0.41 0.116
H 3.51 -1.96 -1.19 0.124
C -12.17 2.26 0.15 -0.202
C 10.91 2.78 2.80 -0.616
C 1.02 -11.84 2.23 -0.066
H 1.17 -12.16 0.09 0.122
H -11.53 1.75 0.86 0.124
H -9.22 6.04 0.50 0.083
H 3.85 -7.22 -0.57 0.088
C -1.76 3.46 -1.05 -0.200
O 9.96 2.96 3.52 0.122
H 0.75 3.29 -2.13 0.009
O -0.65 5.47 0.11 0.010
H 1.44 -6.60 -1.37 0.080
H -0.40 -11.52 0.63 0.122
H -13.77 0.81 0.29 0.074
O 12.19 2.88 3.18 -0.005
C -14.55 4.05 3.74 -0.042
C 2.05 3.56 -0.44 -0.249
H -1.76 3.26 -2.13 0.079
C 12.37 3.25 4.54 -0.048
B -0.43 4.35 -0.76 -0.659
H -11.55 2.72 -0.61 0.114
H 9.72 1.78 0.02 0.108
C 2.34 -9.93 0.23 -0.613
C 7.24 0.73 -2.89 -0.201
H 8.33 -1.10 -2.57 0.080
H -13.83 1.84 -1.16 0.082
H 8.72 0.19 -1.42 0.058
O -13.93 4.20 2.46 0.002
C -7.27 1.24 -1.11 -0.034
C -3.13 4.04 -0.65 -0.162
C 0.90 4.02 -1.32 -0.186
H -6.40 0.70 -0.78 0.096
H 13.44 3.16 4.73 0.090
H 1.82 2.70 0.21 0.035
C -7.86 3.48 -1.35 -0.614
H 7.35 1.80 -2.75 0.124
H 3.57 0.29 1.16 0.097
O 2.52 -8.64 0.00 -0.003
O -6.98 2.62 -0.86 0.008
H 4.32 -8.88 -1.03 0.098
H 4.57 -3.72 0.24 0.075
H -1.62 2.50 -0.54 0.081
H 0.32 -5.35 -1.93 0.098
H 12.04 4.27 4.71 0.097
C -13.17 1.30 -0.48 -0.062
H 4.54 1.76 0.99 0.098
H 0.64 -12.84 2.46 0.079
C 3.88 -8.26 -0.25 -0.023
C -8.33 5.78 -1.44 -0.205
O -12.83 3.36 0.80 0.037
H -3.97 3.48 -1.08 0.044
O 2.26 -5.22 -2.69 -0.003
C 8.98 3.73 0.59 -0.057
O 6.08 0.28 -2.18 0.025
O 2.18 -4.04 -0.77 0.124
H 7.00 0.54 -3.94 0.124
O 10.88 2.47 1.51 0.038
H 9.67 4.29 -0.05 0.082
H 0.56 -11.14 2.92 0.082
H 0.86 -6.63 -3.05 0.093
C 5.94 0.77 -0.94 -0.597
H -15.41 3.38 3.67 0.096
H 2.92 3.24 -1.04 0.029
C 5.17 -3.16 -0.48 -0.054
C -9.54 5.92 -0.53 -0.060
H -7.45 1.07 -2.17 0.095
H -8.63 5.61 -2.47 0.122
O -7.47 4.71 -1.01 0.044
H 8.79 4.30 1.49 0.079
C 4.30 -2.60 -1.58 -0.195
H -10.12 6.79 -0.83 0.080

[2]
9
Properties=species:S:1:pos:R:3:lowdin_charge:R:1 method="wB97M-V/def2-TZVPD" relative_energy_ev=1.6713 lumo_ev=0.3 smiles=CB(S)S gap_ev=9.981 total_energy_ev=-23464.92137
H -1.88 0.94 1.33 0.025
S 1.70 0.85 -0.40 0.761
C -1.41 0.77 0.36 -0.076
H -1.98 0.15 -0.24 -0.034
H 2.39 -0.02 -0.95 -0.238
S 0.36 -2.02 0.08 0.679
B 0.31 -0.18 0.08 -0.999
H -1.23 1.67 -0.24 0.016
H 1.73 -2.17 -0.02 -0.135

[3]
70
Properties=species:S:1:pos:R:3:lowdin_charge:R:1 method="wB97M-V/def2-TZVPD" relative_energy_ev=0.0000 lumo_ev=-0.9 gap_ev=7.414 total_energy_ev=-151752.49645
H 1.62 2.73 -2.07 0.055
H 0.16 2.39 -6.07 0.107
H 3.27 -3.52 -3.89 0.113
S -3.56 -0.21 -3.52 1.152
C 3.44 0.31 4.84 -0.061
C 4.16 -0.63 -2.39 -0.146
C -0.95 1.32 -4.58 -0.038
H -1.02 -2.10 -0.19 0.062
Se -1.25 3.13 0.62 0.901
H 1.23 -4.40 -2.96 0.113
C 1.01 2.62 -4.11 -0.058
H -6.56 -2.67 -0.45 0.106
I 3.07 1.04 -0.13 1.289
C -5.62 -2.17 -0.64 -0.080
C 3.38 2.22 3.21 -0.100
C 0.05 -3.38 -1.50 -0.061
C -5.37 -1.64 -1.88 -0.082
C -0.50 -0.62 2.61 -0.067
C 0.57 1.48 4.05 -0.013
H -0.89 -1.48 2.07 0.098
H -3.26 0.50 2.34 0.071
O 0.35 2.50 0.34 -0.583
C -0.11 -2.18 -0.78 -0.128
C -2.10 0.18 -2.67 -0.497
H 2.93 2.63 2.30 0.033
O -1.84 1.53 0.37 -0.486
C 0.77 -1.11 -0.83 -0.198
H -2.76 -1.33 0.99 0.075
C -1.02 0.99 -3.23 -0.224
C 0.88 -0.43 2.65 -0.061
C 4.22 -1.72 -3.27 -0.078
H 3.39 0.14 2.71 0.079
C 0.08 2.13 -5.02 -0.065
H 5.08 -1.84 -3.91 0.106
C 2.09 -2.49 -2.41 -0.164
H -0.69 -4.16 -1.40 0.107
C 0.92 2.29 -2.76 -0.103
C -0.80 1.29 4.01 -0.038
H 1.80 3.28 -4.45 0.108
O -1.40 3.60 2.12 -0.378
C -4.68 -2.06 0.39 -0.063
C -4.15 -0.99 -2.09 -0.442
H 3.00 0.91 5.64 0.081
C 1.96 -1.34 -1.60 -0.245
H 1.53 -1.12 2.12 0.108
C -2.85 0.07 3.25 -0.046
H 4.99 0.07 -2.33 0.094
H 0.97 2.31 4.61 0.120
C -3.47 -1.43 0.19 -0.020
H -6.10 -1.71 -2.68 0.111
O -1.68 4.08 -0.57 -0.383
C -1.36 0.23 3.30 -0.275
H -3.32 0.57 4.10 0.083
H -3.14 -0.99 3.29 0.079
H -4.90 -2.48 1.36 0.108
C 2.94 0.79 3.48 -0.426
H -1.45 1.98 4.53 0.118
C -3.20 -0.88 -1.07 -0.278
H 4.47 2.28 3.11 0.081
H 3.17 -0.73 5.02 0.081
H 3.10 2.88 4.03 0.079
C 1.44 0.62 3.38 -0.224
Ti -0.18 0.78 -0.32 0.991
C -0.08 1.44 -2.30 -0.141
H 4.52 0.40 4.91 0.078
C 3.07 -0.46 -1.58 -0.594
C 1.11 -3.51 -2.35 -0.030
N -2.04 -0.23 -1.44 0.023
H -1.69 0.95 -5.28 0.099
C 3.22 -2.65 -3.26 -0.033

[4]
12
Properties=species:S:1:pos:R:3:lowdin_charge:R:1 method="wB97M-V/def2-TZVPD" relative_energy_ev=5.2173 charge=+1 lumo_ev=-5.0 smiles="C=[N+]=N[C@@H]([NH3+])[O-]" gap_ev=9.312 total_energy_ev=-8677.99984
H 2.04 2.03 -0.04 0.112
H -1.36 -2.72 -0.01 0.121
H 1.60 1.68 -1.59 0.187
H 1.77 0.29 -0.61 0.161
O -0.64 0.58 -1.34 0.045
N 0.06 -0.34 0.80 0.232
C -0.16 0.98 -0.33 -0.411
H -0.69 1.75 0.34 0.172
C -1.50 -2.07 0.80 0.126
H -1.93 -2.35 1.73 0.127
N -0.71 -1.17 0.80 -0.050
N 1.53 1.34 -0.55 0.178